(1)
Below is C2H3NOS in the gas phase at a distorted geometry, with properties calculated with wB97M-V/def2-TZVPD.

```
8
Properties=species:S:1:pos:R:3
C 0.156 -0.432 0.299
C -0.306 0.647 -0.557
N -1.450 1.068 -0.960
O 2.208 -1.481 1.357
S 1.744 -0.258 0.703
H -0.523 -1.285 0.528
H 0.509 1.212 -0.787
H -2.338 0.530 -0.583
```

Computed properties:
Kohn-Sham gap: 8.468 eV
Spin multiplicity: 1
ΔE to the lowest compared entry with this formula, charge and spin: 2.231 eV
HOMO level: -9.728 eV

(2)
Below is H8MgN2O10 as an isolated structure at a distorted geometry, with properties calculated with wB97M-V/def2-TZVPD.

```
21
Properties=species:S:1:pos:R:3
Mg 0.017 0.083 0.086
N 1.943 -2.421 -0.521
O 2.956 -2.780 0.017
O 1.169 -3.258 -0.904
O 1.613 -1.238 -0.406
N -1.983 2.581 0.215
O -1.606 1.418 0.371
O -1.132 3.394 -0.178
O -3.105 3.025 0.346
O -1.168 -1.530 -0.182
H -0.911 -2.362 -0.579
H -2.116 -1.601 -0.068
O 0.155 -0.520 1.898
H -0.422 -1.236 2.165
H 0.997 -0.725 2.305
O -0.150 0.562 -1.860
H 0.369 0.169 -2.562
H -1.018 0.686 -2.244
O 1.245 1.625 0.564
H 1.021 2.555 0.605
H 2.126 1.575 0.935
```

Computed properties:
Kohn-Sham gap (spin up / spin down): 6.386 / 2.453 eV
Spin multiplicity: 2
ΔE to the lowest compared entry with this formula, charge and spin: 0.000 eV
HOMO level (spin up / spin down): -11.865 / -11.862 eV
<S²>: 0.757
Charge: +1

(3)
Below is C37H26Cl4N5O4S3Sc as an isolated structure at a distorted geometry, with properties calculated with wB97M-V/def2-TZVPD.

```
80
Properties=species:S:1:pos:R:3
Sc -0.694 1.594 -0.382
C 0.217 0.300 -3.564
C 1.638 0.032 -3.161
C 2.391 -0.889 -3.877
C 3.718 -1.133 -3.564
C 4.296 -0.453 -2.508
C 3.576 0.480 -1.770
C 4.242 1.170 -0.614
C 2.233 0.744 -2.102
N 1.495 1.686 -1.344
C 1.935 2.953 -1.429
O 2.768 3.435 -2.202
C 1.360 3.856 -0.359
C 1.865 5.120 -0.098
C 1.366 5.820 0.990
C 0.403 5.236 1.801
C -0.038 3.965 1.479
N 0.428 3.317 0.415
C -0.935 3.138 2.375
O -1.283 3.601 3.466
N -1.151 1.932 1.853
C -1.820 0.977 2.659
C -1.062 -0.044 3.250
C 0.436 -0.047 3.106
C -1.706 -1.030 3.985
C -3.082 -1.010 4.140
C -3.820 0.021 3.581
C -3.205 1.031 2.853
C -3.996 2.167 2.272
H -0.098 -0.378 -4.358
H 0.112 1.329 -3.911
H -0.468 0.159 -2.728
H 1.929 -1.413 -4.706
H 4.291 -1.856 -4.133
H 5.326 -0.654 -2.234
H 5.119 0.609 -0.285
H 3.553 1.277 0.226
H 4.562 2.172 -0.906
H 2.642 5.506 -0.742
H 1.743 6.810 1.219
H 0.003 5.712 2.685
H 0.873 0.798 3.645
H 0.725 0.044 2.059
H 0.854 -0.973 3.502
H -1.120 -1.823 4.436
H -3.579 -1.800 4.692
H -4.897 0.044 3.709
H -5.067 2.020 2.421
H -3.794 2.248 1.204
H -3.698 3.106 2.745
Cl -6.562 1.366 -3.860
C -4.939 1.720 -3.370
C -4.084 2.387 -4.232
Cl -4.615 2.815 -5.825
C -2.784 2.712 -3.815
Cl -1.709 3.569 -4.869
C -2.336 2.373 -2.548
O -1.160 2.659 -2.040
C -3.200 1.626 -1.684
O -2.671 1.295 -0.536
C -4.493 1.338 -2.096
Cl -5.531 0.477 -1.014
S -0.962 -6.740 -1.201
C -0.697 -5.207 -0.616
S -1.687 -3.868 -1.109
C -0.676 -2.738 -0.146
N 0.267 -3.371 0.458
N 0.267 -4.734 0.229
C 1.315 -5.432 0.895
C 1.348 -6.816 1.070
C 2.415 -7.404 1.735
C 3.453 -6.642 2.243
C 3.408 -5.264 2.091
C 2.356 -4.661 1.429
S -1.088 -1.110 -0.088
H 0.553 -7.431 0.693
H 2.424 -8.480 1.857
H 4.285 -7.112 2.754
H 4.201 -4.645 2.492
H 2.316 -3.590 1.311
```

Computed properties:
Kohn-Sham gap: 6.917 eV
Spin multiplicity: 1
ΔE to the lowest compared entry with this formula, charge and spin: 1.032 eV
HOMO level: -2.951 eV
Charge: -2

> spin multiplicity of number 1 (C2H3NOS)?

1

> Which formula does entry 2 have?

H8MgN2O10